Record 1
Density functional theory data (the ωB97M-V functional and the def2-TZVPD basis) for the molecule C2H2N4O2.

Output
strongest force on any atom	6.17	eV/Å
E_LUMO	-0.036	Eh
HOMO energy	-10.6	eV
E	-12155.29074	eV
SMILES string	[H]/N=[N+](\[O-])c1cnon1
net charge	0

```
10
Properties=species:S:1:pos:R:3:mulliken_charge:R:1
H -0.84296 -0.75354 2.30051 0.305
N -0.99014 -1.04738 1.32201 -0.652
N -0.23253 -0.44570 0.55686 0.759
O 0.69897 0.55358 1.01522 -0.559
C -0.13918 -0.59767 -0.89879 0.275
C 0.03694 0.43503 -1.91002 -0.067
N 0.03449 -0.16498 -3.08903 -0.227
O -0.03565 -1.44858 -2.81530 0.014
N -0.11703 -1.73975 -1.51371 -0.251
H 0.23901 1.51281 -1.91252 0.404
```

Record 2
Density functional theory data (the ωB97M-V functional and the def2-TZVPD basis) for a cluster of 2 separate species, C30H53BFN2O8P in total.

Output
strongest force on any atom	8.78	eV/Å
E_LUMO	-0.073	Eh
HOMO energy	-9.6	eV
E	-64009.15355	eV
SMILES string	C#CCCC[C@@]1(CC(=O)F)NC(=O)[C@@](N=C=O)(B(O)CC)[C@H]1CCCCCCCCCCCCC.COP(=O)(OC)OC
net charge	0

```
96
Properties=species:S:1:pos:R:3:mulliken_charge:R:1
C -2.67233 -3.57079 -4.48916 0.004
C -3.20941 -3.02461 -3.55615 -0.673
C -3.90999 -2.27455 -2.46056 -0.477
C -3.07988 -0.97538 -2.10916 -0.374
C -3.28640 -0.53043 -0.62303 -1.183
C -2.05521 -0.71664 0.30357 1.706
C -2.32362 -1.55351 1.60831 -1.041
C -3.62195 -1.20990 2.33778 0.473
O -4.30322 -0.25056 2.20404 -0.396
F -4.00099 -2.14287 3.28673 -0.360
N -0.86506 -1.43394 -0.27181 -0.252
C 0.33288 -0.62215 -0.33436 -0.410
O 1.45974 -1.01138 -0.41590 -0.596
C -0.16194 0.87277 -0.22754 0.702
N 0.86637 1.80141 0.32855 -0.625
C 0.75387 2.96180 -0.07196 0.751
O 0.40936 4.06495 -0.27645 -0.477
B -0.46961 1.23879 -1.78529 -0.446
O 0.40579 0.67918 -2.74146 -0.571
C -1.67465 2.13962 -2.32381 0.081
C -1.85069 1.88687 -3.87161 -1.392
C -1.33565 0.62762 0.77221 1.304
C -2.19642 1.84068 1.24297 -1.195
C -2.14143 2.06893 2.79678 -1.024
C -0.71357 2.45290 3.33067 -0.382
C -0.13457 1.26852 4.17398 -0.519
C 0.87203 1.72801 5.29476 -0.895
C 1.72739 0.47440 5.71786 -0.051
C 1.19610 -0.23115 7.01423 -0.671
C 2.32446 -1.04485 7.76388 -0.607
C 2.28941 -2.57433 7.40705 -0.921
C 2.93265 -2.85151 6.00585 -0.428
C 4.47543 -2.62944 5.99445 -0.576
C 4.99635 -2.63052 4.51720 -0.351
C 6.56678 -2.66648 4.52421 -1.190
H -2.11454 -3.96765 -5.32548 0.417
H -4.87951 -1.93643 -2.88562 0.350
H -4.14722 -2.88331 -1.57024 0.343
H -3.53096 -0.17918 -2.73946 0.202
H -2.02846 -1.05713 -2.43072 0.069
H -3.68334 0.49975 -0.62223 0.443
H -4.11199 -1.16012 -0.22129 0.591
H -1.45915 -1.56007 2.30395 0.430
H -2.43045 -2.61643 1.27577 0.546
H -0.54365 -2.14816 0.38809 0.440
H 0.05835 -0.17456 -3.04550 0.386
H -1.48621 3.22538 -2.17956 0.489
H -2.65560 1.90600 -1.86307 0.207
H -0.92717 2.07624 -4.44599 0.315
H -2.62902 2.54968 -4.30990 0.399
H -2.18475 0.84670 -4.06401 0.191
H -0.79052 0.34884 1.70386 -1.246
H -1.81101 2.77854 0.79130 0.548
H -3.27035 1.77008 0.98700 0.458
H -2.84875 2.88397 3.06941 0.524
H -2.51544 1.17807 3.34319 0.294
H -0.02485 2.74749 2.51867 0.102
H -0.80016 3.31791 4.02255 0.441
H 0.37630 0.57341 3.47460 0.207
H -0.91599 0.67933 4.69892 0.200
H 0.25613 1.97710 6.18478 0.350
H 1.49020 2.58679 4.97871 0.359
H 1.66720 -0.28963 4.91238 -0.199
H 2.80397 0.70217 5.85099 0.518
H 0.43937 -0.99060 6.71142 0.243
H 0.72586 0.47322 7.72901 0.449
H 3.28702 -0.59338 7.44283 0.240
H 2.26737 -0.90987 8.86237 0.350
H 2.85960 -3.15516 8.16320 0.351
H 1.22261 -2.87637 7.43828 0.385
H 2.77859 -3.93011 5.76702 0.395
H 2.44451 -2.27038 5.19955 0.137
H 4.98226 -3.39740 6.62046 0.369
H 4.77173 -1.64853 6.42501 0.246
H 4.67692 -1.67367 4.05696 0.239
H 4.56930 -3.51529 4.00592 0.328
H 6.93576 -2.64288 3.47785 0.349
H 6.98037 -1.82147 5.10510 0.305
H 6.85334 -3.62032 5.01078 0.302
C 1.84076 0.40246 -7.64567 -0.644
O 1.29194 0.64694 -8.94479 -0.373
P -0.03457 1.69305 -9.01494 1.153
O -0.90758 0.86492 -8.10264 -0.639
O -0.23601 1.33107 -10.58708 -0.377
C -0.57613 -0.00475 -10.93996 -0.597
O -1.18934 2.93384 -9.14036 -0.284
C -0.69342 4.22650 -9.52865 -0.707
H 2.87496 0.08167 -7.76812 0.281
H 1.82332 1.30396 -7.03386 0.297
H 1.27755 -0.38979 -7.15393 0.250
H -1.06793 -0.53187 -10.12199 0.312
H 0.32401 -0.54570 -11.23586 0.227
H -1.25644 0.03654 -11.79034 0.241
H -0.20616 4.17480 -10.50557 0.311
H 0.01195 4.60029 -8.78283 0.307
H -1.53661 4.91198 -9.58713 0.241
```

Record 3
Density functional theory data (the ωB97M-V functional and the def2-TZVPD basis) for a cluster of 2 separate species, C4H9O2 in total.

Output
strongest force on any atom	1.25	eV/Å
E_LUMO	0.150	Eh
HOMO energy	-3.8	eV
E	-8390.24448	eV
net charge	-1

```
15
Properties=species:S:1:pos:R:3:mulliken_charge:R:1
C -1.15563 1.27995 -1.23105 -0.894
C -2.01413 0.54280 -0.17311 0.599
O -1.95154 -0.70637 -0.19135 -0.713
O -2.62258 1.25242 0.66252 -0.753
H -0.33737 1.79216 -0.72456 0.161
H -1.72851 2.09809 -1.68079 0.320
H -0.91049 0.52886 -1.97115 0.285
C 1.66882 -0.41391 1.20587 -0.848
C 1.03106 -1.29592 0.15780 -0.682
H 2.15746 -1.02958 1.96975 0.309
H 2.47094 0.19944 0.79045 0.247
H 0.95373 0.24186 1.69911 0.278
H 0.56108 -0.71332 -0.63700 0.074
H 0.14360 -1.82989 0.48470 0.268
H 1.73357 -1.94658 -0.36118 0.348
```

Record 4
Density functional theory data (the ωB97M-V functional and the def2-TZVPD basis) for a structure of composition C26H51Cl5N4O3P2SiTi.

Output
strongest force on any atom	0.53	eV/Å
E_LUMO (spin up / spin down)	0.001 / 0.001	Eh
HOMO energy (spin up / spin down)	-6.5 / -6.3	eV
E	-152079.95886	eV
spin multiplicity	3
net charge	0

```
93
Properties=species:S:1:pos:R:3:lowdin_spin:R:1
Ti 0.18682 0.15155 0.16026 1.846
C -1.98371 -1.03437 -2.02669 0.009
N -2.44075 -2.13406 -1.18712 0.001
C -3.27446 -3.06186 -1.94435 0.000
P -1.66236 -2.63555 0.15979 0.003
O -1.04025 -1.50900 0.91506 0.025
O -0.52500 -3.71723 -0.23330 0.001
P 0.95069 -3.20641 -0.72393 0.003
O 0.89085 -1.75107 -1.01158 0.018
N 1.34775 -4.04935 -2.05341 0.000
C 1.41053 -5.50247 -2.04470 0.000
C 1.26355 -3.43416 -3.37477 0.000
N 1.90111 -3.76618 0.47952 0.000
C 3.35192 -3.67190 0.28430 0.000
C 1.50409 -3.59466 1.87925 0.001
N -2.73037 -3.55145 0.97220 0.000
C -3.87119 -2.82914 1.54131 0.000
C -2.39469 -4.78984 1.66236 0.000
H -2.84598 -0.44581 -2.34614 0.000
H -1.45961 -1.40813 -2.91136 0.000
H -1.29244 -0.34300 -1.52327 0.012
H -4.09023 -2.50477 -2.40647 0.000
H -3.69502 -3.81776 -1.28705 0.000
H -2.70366 -3.55560 -2.73703 0.000
H 1.52642 -5.86740 -1.02697 0.000
H 2.26727 -5.83459 -2.63342 0.000
H 0.50485 -5.93767 -2.47603 0.000
H 1.28975 -2.35278 -3.28141 0.000
H 0.34596 -3.73127 -3.89261 0.000
H 2.11601 -3.75487 -3.97592 0.000
H 3.59831 -3.79798 -0.76776 0.000
H 3.83221 -4.46939 0.85291 0.000
H 3.73873 -2.70910 0.62559 0.000
H 0.45714 -3.84985 2.01312 0.000
H 1.66856 -2.57302 2.23132 0.001
H 2.10268 -4.27510 2.48607 0.000
H -4.08662 -1.93837 0.95351 0.000
H -3.66996 -2.52002 2.56974 0.000
H -4.74851 -3.47766 1.52696 0.000
H -1.57326 -5.29453 1.16443 0.000
H -3.26460 -5.44850 1.64795 0.000
H -2.12198 -4.60539 2.70559 0.000
Cl 0.90175 1.80032 -2.70613 0.012
C 2.34997 1.51047 -1.75219 0.008
C 2.18643 0.86611 -0.54159 0.009
C 3.35309 0.65561 0.16460 0.009
Cl 3.21323 -0.15749 1.71748 0.012
C 4.61607 1.04564 -0.27113 -0.002
Cl 6.02629 0.72660 0.66895 -0.001
C 4.72236 1.70482 -1.49470 0.008
Cl 6.26392 2.21329 -2.07444 0.003
C 3.57436 1.94632 -2.24893 -0.002
Cl 3.68935 2.75511 -3.76684 -0.001
C -0.60280 5.09184 2.21435 -0.001
C 0.08716 3.85932 1.61878 -0.001
C 1.41394 3.64311 2.35781 0.001
C 0.49236 4.20433 0.17794 0.000
Si -0.96562 2.20314 1.63882 0.009
C -1.10844 1.51159 3.48171 0.001
C -1.28495 2.55586 4.58976 0.000
C -2.29663 0.54576 3.58486 0.000
C 0.13054 0.65442 3.79688 0.003
C -2.79664 2.59659 1.05137 -0.001
C -3.64947 3.39839 2.04130 -0.001
C -3.53343 1.28012 0.75613 0.003
C -2.75705 3.36533 -0.27467 0.001
H 0.09387 5.93883 2.22754 0.000
H -0.94325 4.92988 3.23805 0.000
H -1.46589 5.39889 1.62127 0.000
H 2.06993 4.50429 2.18308 0.000
H 1.93634 2.75651 1.99159 0.001
H 1.28986 3.54645 3.43306 0.000
H 1.08873 5.12475 0.17723 0.000
H -0.35089 4.36142 -0.48837 0.000
H 1.10864 3.41425 -0.24769 0.001
H -2.15960 3.18751 4.42100 0.000
H -0.41970 3.20844 4.68674 0.000
H -1.42179 2.05659 5.55748 0.000
H -3.25724 1.06054 3.52707 0.000
H -2.26270 0.03140 4.55399 0.000
H -2.26107 -0.21589 2.80300 0.000
H 1.06693 1.19961 3.72985 0.000
H 0.19479 -0.20068 3.11299 0.002
H 0.05255 0.24873 4.81394 0.000
H -3.80882 2.85836 2.97623 0.000
H -4.63857 3.60229 1.61199 0.000
H -3.19573 4.35928 2.28849 0.000
H -3.67759 0.66449 1.64376 0.000
H -2.98408 0.68205 0.02181 0.004
H -4.52433 1.49621 0.33685 0.000
H -2.38450 4.38151 -0.15385 0.000
H -3.77010 3.43746 -0.68920 0.000
H -2.12798 2.86090 -1.01485 0.002
```

Record 5
Density functional theory data (the ωB97M-V functional and the def2-TZVPD basis) for a cluster of 2 separate species, C4H6O2 in total.

Output
strongest force on any atom	0.58	eV/Å
E_LUMO (spin up / spin down)	-0.029 / -0.029	Eh
HOMO energy (spin up / spin down)	-9.5 / -9.5	eV
E	-8334.71003	eV
net charge	0

```
12
Properties=species:S:1:pos:R:3:mulliken_charge:R:1
O 2.32141 -0.56478 1.05692 -0.465
C 1.99889 0.07648 0.09904 0.219
O 0.84360 -0.06158 -0.59286 -0.284
C -0.14296 -0.84567 -0.01774 -0.108
C -1.26981 -1.06507 -0.68625 -0.612
C -0.78339 1.54431 0.87695 -0.350
H 2.59069 0.86780 -0.38043 0.365
H 0.09334 -1.23515 0.96573 0.347
H -1.43007 -0.66752 -1.68334 0.276
H -2.04350 -1.68250 -0.24357 0.257
H -0.32909 2.12654 0.03943 0.171
H -1.84910 1.50714 0.56612 0.185
```